(1)
ORCA calculation (ωB97M-V/def2-TZVPD) on a cluster of 8 separate species, C45H43N7O17S in total.

Its expectation value of S² is 0.7682. The spin multiplicity is 2. The calculation puts the HOMO-LUMO gap (alpha / beta) at 2.62 / 5.87 eV. As for the highest occupied orbital energy (alpha / beta): -2.118 / -5.368 eV. The total charge is -1. As for the largest force on an atom: 4.81 eV/A.

CARTESIAN COORDINATES (ANGSTROEM)
S 0.30 -0.27 0.50
O 4.11 -1.01 4.49
O 0.49 5.88 0.05
O -7.29 1.88 -6.27
O 2.58 5.91 0.06
O -3.74 -8.00 3.05
O -4.39 -5.93 2.51
O -3.02 -2.53 -4.20
O 1.63 -0.42 1.03
O 3.93 4.25 6.11
O 7.48 4.04 3.22
O 2.66 5.77 6.95
O 8.66 2.42 2.50
O 0.39 0.83 -0.71
O -0.45 -1.48 0.04
O 4.25 -2.90 3.62
O -3.31 -2.04 -2.11
O -6.92 3.72 -5.13
N 1.54 5.59 -0.45
N 2.95 4.94 6.02
N -3.48 -2.83 -3.11
N -6.57 2.65 -5.66
N -3.57 -6.90 2.57
N 3.62 -2.08 4.31
N 7.60 3.01 2.62
C 4.28 1.57 0.35
C 1.53 3.79 2.75
C -1.92 -5.32 1.66
C 2.23 -2.32 4.52
C 2.44 3.98 3.78
C 0.74 0.37 -2.04
C 5.40 3.35 1.60
C 5.31 0.66 0.81
C -5.06 -6.80 -2.84
C 0.41 -3.71 5.25
C 0.32 4.55 2.70
C 1.72 -3.55 4.85
C -0.57 0.42 -2.80
C 1.51 4.79 -1.72
C -5.05 -6.00 -1.74
C 0.15 -1.34 4.85
C -3.52 0.45 -5.53
C -3.93 -4.23 -2.96
C 1.46 -1.15 4.59
C -4.40 -6.38 -4.02
C 6.39 2.49 2.00
C -2.58 1.43 -5.57
C -1.47 -7.68 1.29
C -0.57 0.69 1.78
C 6.32 1.13 1.63
C 0.18 -6.02 0.63
C 4.42 2.92 0.73
C -2.33 -6.67 1.76
C -0.21 -7.34 0.84
C -0.42 -2.61 5.19
C 1.46 3.70 -4.24
C -3.92 -5.12 -4.10
C 2.70 4.58 -2.39
C 2.66 4.02 -3.63
C 0.27 4.39 -2.26
C -2.88 2.77 -5.68
C -0.02 5.46 3.71
C 2.06 4.82 4.80
C -5.16 2.21 -5.58
C -0.76 -4.96 1.03
C 0.96 5.59 4.71
C -4.18 3.17 -5.51
C 0.25 3.80 -3.59
C -4.87 0.84 -5.64
C -4.58 -4.71 -1.79
H -1.82 -8.68 1.48
H 7.11 0.43 1.87
H 3.67 1.22 -0.47
H 0.07 -4.68 5.58
H -1.62 0.45 1.94
H -2.42 -4.53 2.20
H 3.72 3.70 0.46
H -5.62 -6.45 -0.93
H 0.58 -8.06 0.69
H -5.65 0.12 -5.84
H 1.50 1.10 -2.31
H -1.31 -0.14 -2.24
H 3.50 4.10 -4.31
H 5.53 4.42 1.73
H -1.49 -2.71 5.28
H -0.07 0.80 2.74
H -0.65 1.74 1.47
H 1.85 3.06 2.02
H -4.81 -4.01 -1.01
H 0.75 6.31 5.49
H 1.09 -0.67 -2.01
H 3.71 4.92 -2.19
H -4.36 4.24 -5.53
H -5.52 -7.77 -2.93
H 1.78 -0.14 4.41
H 2.39 -4.37 5.06
H -2.11 3.52 -5.82
H 1.08 -5.78 0.08
H -1.54 1.11 -5.54
H -0.40 -3.97 0.82
H -0.62 4.72 -1.75
H -3.31 -4.80 -4.93
H -0.42 0.10 -3.84
H 3.43 3.56 3.64
H -3.23 -0.59 -5.54
H -0.52 -0.49 4.87
H -4.30 -7.06 -4.86
H 5.32 -0.36 0.48
H -0.28 4.47 1.81
H -0.73 3.63 -4.01
H 1.45 3.63 -5.31
H -0.98 1.42 -2.68
H -0.99 5.94 3.71


(2)
ORCA calculation (ωB97M-V/def2-TZVPD) on a structure of composition C45H44AsHfN5O4S3.

The calculation puts the HOMO-LUMO gap at 7.00 eV. As for the highest occupied orbital energy: -7.138 eV. As for the energy above the lowest of the compared OMol25 structures with the same formula, charge and spin: 0.00 kcal per mole. As for the largest force on an atom: 2.00 eV/A.

CARTESIAN COORDINATES (ANGSTROEM)
Hf -0.88 -0.12 0.06
As -0.05 -2.83 -0.23
S -2.41 1.83 -0.57
S -3.00 -1.44 -0.79
S -0.68 1.92 1.90
O 0.75 -0.47 1.29
O 1.38 -0.30 3.44
O -1.65 -0.93 6.54
O 0.19 -1.90 5.80
N -1.72 -1.08 1.97
N -2.88 -1.44 2.51
N -0.50 3.47 -1.79
N 0.47 3.99 0.80
N 0.02 1.16 -1.21
C 0.64 4.95 -0.29
C -1.46 -1.32 4.18
C 0.57 -0.56 2.59
C 1.22 -4.81 3.88
C 5.24 3.50 2.25
C 0.43 -3.64 1.48
C -4.58 5.10 -3.19
C -3.23 4.85 -2.93
C 2.79 -5.27 -3.16
C 2.16 -4.73 -0.90
C 1.17 -3.87 -1.37
C -5.37 4.14 -3.78
C -4.82 2.91 -4.10
C 4.30 2.55 2.63
C -1.59 -5.26 -0.68
C 2.42 1.71 -0.75
C 1.04 4.40 2.10
C -2.77 -1.59 3.84
C -3.49 2.65 -3.82
C 1.57 1.73 -3.12
C 2.52 4.10 2.19
C -0.45 -4.44 2.20
C -0.87 -1.43 5.55
C -1.64 -3.87 -0.60
C 2.10 -4.00 3.18
C 2.96 -5.43 -1.80
C -0.64 2.41 -0.83
C 1.01 -3.71 -2.75
C 1.41 1.10 -1.73
C -0.83 -1.02 2.96
C 1.81 -4.41 -3.64
C -0.21 2.87 0.59
C 1.71 -3.42 1.98
C -0.06 -5.02 3.39
C 1.75 -0.39 -1.87
C -4.01 -3.96 -0.97
C -0.54 4.80 -1.23
C -1.20 3.25 -3.06
C -2.86 -3.20 -0.76
C 4.81 4.77 1.87
C -3.96 -5.34 -1.03
C 3.46 5.06 1.83
C -2.67 3.61 -3.22
C 2.95 2.85 2.60
C -2.74 -6.00 -0.89
H -0.63 3.79 -3.83
H 0.66 5.95 0.13
H -0.46 5.52 -2.05
H -5.42 2.15 -4.58
H -1.11 2.19 -3.26
H 0.87 5.48 2.19
H 2.41 -2.80 1.44
H -1.45 -4.62 1.81
H 1.66 -4.29 -4.71
H -0.64 -5.76 -0.56
H 2.38 2.80 -0.77
H 2.23 2.10 2.92
H 2.66 -0.52 -2.45
H 5.54 5.52 1.60
H 0.94 -0.91 -2.40
H -4.87 -5.91 -1.18
H -2.69 -7.08 -0.96
H -3.07 1.68 -4.06
H -3.67 -1.55 1.89
H -2.64 5.65 -2.51
H -2.41 -0.45 6.19
H 1.57 4.77 -0.83
H 0.50 3.89 2.89
H 0.87 1.27 -3.82
H -0.76 -5.64 3.94
H -4.99 6.07 -2.94
H -4.96 -3.45 -1.09
H 2.28 -4.87 0.16
H 1.52 -5.26 4.82
H 3.42 -5.81 -3.85
H 0.23 -3.06 -3.12
H 2.21 1.35 0.25
H -6.42 4.34 -3.98
H 3.09 -3.81 3.58
H 4.62 1.56 2.94
H 3.13 6.05 1.53
H 6.29 3.27 2.27
H -1.47 5.00 -0.67
H 1.91 -0.84 -0.89
H 3.72 -6.10 -1.42
H 1.39 2.80 -3.08
H 3.44 1.41 -1.01
H -3.61 -1.90 4.44
H 2.59 1.57 -3.48


(3)
ORCA calculation (ωB97M-V/def2-TZVPD) on a structure of composition C45H44NP2Sc.

The calculation puts the HOMO-LUMO gap at 6.78 eV. As for the highest occupied orbital energy: -12.980 eV. The total charge is +2. As for the largest force on an atom: 2.89 eV/A.

CARTESIAN COORDINATES (ANGSTROEM)
Sc 0.10 -0.03 1.06
P 0.09 -1.78 -0.67
P 0.09 1.60 -0.77
N 1.65 -0.11 5.15
C -1.51 -1.57 -2.90
C 1.76 1.16 5.85
C -3.35 0.65 3.72
C -1.75 -1.33 -4.24
C -2.59 0.48 2.56
C 3.07 3.44 -2.81
C -0.71 -0.94 -5.09
C -1.19 -2.95 -0.16
C -1.07 2.04 -3.27
C 4.06 -4.09 -0.43
C -0.59 0.18 3.90
C 2.46 -2.59 0.59
C -0.21 -1.43 -2.40
C 0.58 -0.77 -4.58
C -0.16 3.01 0.38
C -1.26 1.66 -1.94
C 1.42 -1.28 5.99
C 3.65 -3.32 0.66
C 3.28 -4.14 -1.59
C 2.75 1.05 -1.40
C -0.48 5.10 2.19
C -1.11 -4.25 -0.65
C 4.14 2.54 -2.69
C -3.63 1.43 -2.31
C 3.98 1.35 -1.98
C -2.17 2.12 -4.11
C 0.83 -1.01 -3.23
C -2.74 0.59 4.96
C -1.36 0.35 5.05
C -3.46 1.83 -3.64
C 0.90 -0.08 3.85
C -1.22 0.23 2.64
C -2.54 1.33 -1.46
C 1.84 3.15 -2.23
C 0.69 3.11 1.49
C -3.28 -3.45 0.92
C 0.52 4.16 2.39
C 1.69 -2.64 -0.58
C -2.12 -5.15 -0.35
C 1.67 1.94 -1.56
C -1.17 3.95 0.17
C -2.27 -2.54 0.63
C -3.21 -4.76 0.43
C 2.09 -3.42 -1.66
C -1.33 4.99 1.08
H 2.13 -1.98 1.44
H -0.25 -4.56 -1.25
H 1.49 -3.46 -2.57
H -2.03 2.41 -5.15
H -4.42 0.83 3.65
H -2.66 1.00 -0.43
H -0.07 2.24 -3.64
H 1.09 -1.06 3.35
H 1.19 4.23 3.25
H -0.91 -0.75 -6.15
H 1.39 -0.45 -5.23
H -2.05 -6.17 -0.72
H -3.10 0.53 1.60
H -2.11 5.73 0.92
H 4.99 -4.65 -0.37
H 0.78 0.07 -8.16
H 2.14 -1.31 6.82
H 3.21 4.38 -3.35
H -2.30 -1.52 1.02
H 4.25 -3.28 1.57
H -0.61 5.92 2.89
H 2.53 1.09 6.64
H 2.61 0.14 -0.82
H 0.40 -1.29 6.43
H -1.84 3.85 -0.69
H 1.83 -0.88 -2.84
H 3.60 -4.74 -2.44
H 1.02 3.86 -2.30
H -0.93 0.31 6.06
H -2.31 -1.89 -2.24
H 5.10 2.78 -3.14
H 0.81 1.45 6.34
H -2.76 -1.45 -4.64
H 1.40 0.70 3.23
H 1.49 2.37 1.64
H -4.63 1.19 -1.93
H -4.00 -5.47 0.66
H 4.81 0.66 -1.86
H -4.13 -3.14 1.54
H -4.31 1.91 -4.30
H 1.54 -2.21 5.41
H -3.33 0.72 5.87
H 0.02 0.08 -8.22
H 2.05 1.97 5.17


(4)
ORCA calculation (ωB97M-V/def2-TZVPD) on a structure of composition C45H45InN3O3P2S3Sb.

The calculation puts the HOMO-LUMO gap at 7.32 eV. As for the highest occupied orbital energy: -7.074 eV. As for the energy above the lowest of the compared OMol25 structures with the same formula, charge and spin: 15.22 kcal per mole. As for the largest force on an atom: 0.73 eV/A.

CARTESIAN COORDINATES (ANGSTROEM)
Sb 2.77 -1.34 0.25
In -1.43 -0.01 -0.12
S 1.17 0.24 -0.20
S -3.09 -1.02 4.14
S -3.56 -0.17 1.30
P -4.04 2.83 -0.71
P -1.09 2.40 1.31
O -1.39 -2.21 -0.09
O -2.41 1.57 -5.47
O -0.76 1.63 -1.64
N -1.97 0.40 -3.16
N -2.23 -0.47 -2.14
N -1.20 -0.72 2.40
C -5.70 2.82 0.09
C 3.93 -1.30 -1.54
C -4.56 -3.20 -1.63
C 1.09 -3.76 1.10
C 0.38 -1.87 6.07
C 0.82 -5.09 1.37
C 1.84 -6.03 1.30
C -2.55 3.51 1.60
C -2.50 -0.64 2.53
C 0.78 -1.33 3.75
C -0.69 2.27 -3.92
C -2.90 -3.91 0.46
C 5.00 -2.27 -3.45
C -1.36 2.35 -5.16
C 0.18 4.08 -5.86
C 0.12 3.56 0.58
C 4.06 -0.26 1.57
C -3.11 -1.38 -2.32
C -4.44 3.91 -2.15
C 6.22 0.71 1.99
C 5.66 1.52 2.97
C 5.42 -0.17 1.28
C -3.39 -2.45 -1.41
C 4.30 -2.43 -2.26
C 3.42 -4.31 0.71
C -4.93 -4.24 -0.81
C 4.22 -0.03 -2.02
C 0.42 3.08 -3.69
C -0.92 3.28 -6.11
C -0.59 -1.12 3.57
C -4.08 -4.59 0.25
C -1.46 -1.32 4.66
C 1.25 -1.71 4.99
C -1.15 1.38 -2.82
C -2.52 -2.81 -0.34
C -0.98 -1.68 5.91
C 5.31 -1.01 -3.92
C 2.38 -3.38 0.78
C 4.91 0.12 -3.21
C 0.87 3.97 -4.65
C -3.21 4.11 0.35
C 3.50 0.54 2.55
C 3.14 -5.64 0.98
C -0.47 2.32 3.04
C 4.30 1.43 3.25
H 0.77 -2.16 7.04
H -5.12 3.37 -2.81
H 1.45 -1.21 2.91
H -2.47 4.63 -0.26
H -4.35 -5.42 0.90
H 0.45 1.73 3.06
H 5.29 -3.15 -4.02
H -0.18 -5.40 1.62
H -2.19 4.31 2.26
H 3.86 2.06 4.02
H 0.92 2.98 -2.74
H -0.11 3.69 -0.48
H -4.92 4.84 -1.82
H -1.21 1.84 3.68
H 1.73 4.59 -4.46
H -6.34 2.13 -0.47
H 4.42 -4.00 0.46
H 7.28 0.77 1.78
H 1.11 3.12 0.66
H 5.86 -0.90 -4.85
H -1.46 3.35 -7.04
H -3.97 4.84 0.65
H 4.03 -3.42 -1.92
H -5.61 2.43 1.11
H -3.54 4.15 -2.71
H -1.67 -1.82 6.74
H -5.85 -4.78 -0.98
H 2.44 0.49 2.77
H -2.49 0.91 -4.74
H -6.14 3.81 0.11
H 3.93 -6.37 0.94
H -0.26 3.33 3.40
H -3.67 -1.37 -3.26
H 0.29 -3.02 1.13
H 5.85 -0.79 0.50
H 5.13 1.10 -3.59
H -2.24 -4.19 1.27
H 3.89 0.84 -1.47
H 0.50 4.79 -6.60
H 0.09 4.52 1.10
H -5.19 -2.93 -2.46
H 2.31 -1.88 5.14
H -3.29 2.93 2.16
H 1.63 -7.07 1.49
H 6.28 2.23 3.51


Which formula does entry 1 have?
C45H43N7O17S